{"formula": "C17H24B2F4IrN3O4S", "method": "ωB97M-V/def2-TZVPD", "symbols": ["Ir", "C", "N", "C", "C", "N", "C", "S", "C", "C", "C", "C", "C", "N", "H", "H", "H", "H", "H", "H", "H", "H", "H", "C", "C", "O", "O", "H", "H", "H", "C", "C", "C", "O", "B", "O", "C", "C", "C", "H", "H", "H", "H", "H", "H", "H", "H", "H", "H", "H", "H", "F", "B", "F", "F", "F"], "coordinates": [[1.345, -1.278, 0.419], [5.395, -0.608, 1.007], [4.880, -1.830, 0.413], [5.612, -2.819, -0.130], [4.783, -3.772, -0.641], [3.490, -3.369, -0.401], [3.502, -2.136, 0.327], [2.704, -2.207, 1.996], [2.349, -3.827, -1.053], [2.357, -4.985, -1.830], [1.190, -5.371, -2.450], [0.036, -4.607, -2.288], [0.109, -3.484, -1.501], [1.242, -3.094, -0.896], [6.477, -0.681, 1.067], [4.983, -0.482, 2.007], [5.099, 0.248, 0.405], [6.689, -2.796, -0.140], [5.046, -4.676, -1.156], [3.256, -5.569, -1.947], [1.177, -6.264, -3.059], [-0.895, -4.882, -2.759], [-0.753, -2.857, -1.331], [-2.942, -1.193, 1.634], [-1.616, -1.045, 0.975], [-1.318, 0.027, 0.264], [-0.762, -1.929, 1.023], [-3.099, -0.367, 2.324], [-2.983, -2.148, 2.148], [-3.731, -1.134, 0.883], [-4.755, 2.510, 0.190], [-3.404, 2.934, 0.745], [-3.570, 3.908, 1.890], [-2.769, 1.712, 1.260], [-1.968, 1.285, 0.253], [-1.817, 2.108, -0.798], [-2.398, 3.386, -0.368], [-3.037, 4.049, -1.567], [-1.254, 4.229, 0.173], [-5.328, 2.025, 0.979], [-4.641, 1.812, -0.641], [-5.318, 3.374, -0.160], [-4.289, 3.512, 2.607], [-3.951, 4.859, 1.517], [-2.629, 4.084, 2.405], [-3.746, 3.391, -2.064], [-2.262, 4.321, -2.282], [-3.554, 4.959, -1.260], [-0.783, 3.755, 1.034], [-1.611, 5.216, 0.463], [-0.497, 4.338, -0.600], [1.505, 2.684, -0.345], [2.014, 1.564, 0.199], [3.306, 1.645, 0.631], [1.177, 1.029, 1.239], [1.954, 0.450, -0.812]], "mulliken_spin": [2.5828, -0.0139, 0.2733, 0.0080, 0.2285, 0.1393, 0.3785, 0.9173, -0.0259, 0.0464, -0.0159, 0.0490, -0.0294, 0.1778, -0.0004, 0.0105, 0.0043, 0.0052, 0.0321, 0.0077, -0.0009, 0.0026, 0.0035, 0.0035, -0.0076, 0.0679, 0.0496, 0.0015, -0.0003, -0.0001, -0.0001, -0.0005, 0.0000, 0.0012, -0.0065, 0.0015, 0.0000, 0.0000, 0.0001, 0.0000, 0.0001, 0.0000, 0.0000, 0.0000, 0.0000, 0.0000, 0.0000, 0.0000, 0.0002, 0.0000, 0.0001, 0.0007, 0.0201, -0.0003, 0.0321, 0.0565], "multiplicity": 6, "charge": 1, "homo_energy_ev": [-9.6, -12.4], "gap_ev": [6.90, 7.22], "lumo_energy_ha": [-0.0982, -0.1920]}

{"formula": "C17H24CeN9O6S4", "method": "ωB97M-V/def2-TZVPD", "symbols": ["Ce", "S", "C", "S", "S", "O", "C", "C", "C", "C", "C", "C", "C", "O", "N", "O", "O", "H", "H", "H", "H", "N", "C", "C", "C", "C", "N", "C", "N", "N", "C", "O", "O", "H", "H", "H", "H", "H", "H", "H", "H", "H", "H", "H", "H", "H", "H", "C", "C", "N", "N", "C", "S", "N", "N", "H", "H", "H", "H", "H", "H"], "coordinates": [[0.169, -0.542, -0.547], [2.728, -2.774, -4.000], [1.822, -1.810, -3.032], [0.080, -1.876, -2.991], [2.595, -0.644, -1.935], [0.399, -2.747, 0.497], [-0.270, -3.487, 1.211], [-1.638, -3.271, 1.612], [-2.269, -4.290, 2.329], [-3.588, -4.167, 2.674], [-4.326, -3.035, 2.307], [-3.722, -2.023, 1.614], [-2.345, -2.080, 1.260], [-1.778, -1.097, 0.658], [-4.239, -5.236, 3.428], [-3.565, -6.195, 3.751], [-5.427, -5.118, 3.661], [0.194, -4.416, 1.582], [-1.726, -5.184, 2.606], [-5.369, -2.980, 2.587], [-4.276, -1.132, 1.347], [2.007, -0.573, 1.420], [2.166, 0.759, 2.031], [3.586, 1.161, 2.453], [4.722, 0.864, 1.469], [4.547, 1.342, 0.032], [4.337, 2.782, -0.076], [3.419, 3.339, -0.858], [3.080, 4.629, -0.640], [2.898, 2.697, -1.889], [1.489, 1.847, 1.161], [1.883, 3.005, 1.244], [0.514, 1.441, 0.436], [2.025, -1.298, 2.129], [2.765, -0.782, 0.771], [1.550, 0.756, 2.936], [3.834, 0.666, 3.395], [3.546, 2.230, 2.662], [4.905, -0.212, 1.406], [5.645, 1.285, 1.882], [3.686, 0.852, -0.414], [5.412, 1.044, -0.562], [4.713, 3.362, 0.657], [3.053, 4.894, 0.333], [2.272, 4.954, -1.146], [3.115, 1.723, -2.106], [2.035, 3.034, -2.295], [-5.215, 0.906, -2.529], [-3.953, 1.611, -2.854], [-3.843, 2.722, -3.506], [-2.494, 2.961, -3.542], [-1.752, 2.024, -2.929], [-0.105, 1.887, -2.773], [-2.709, 1.152, -2.475], [-2.394, -0.004, -1.774], [-6.041, 1.439, -2.992], [-5.378, 0.874, -1.451], [-5.196, -0.118, -2.902], [-2.132, 3.759, -4.034], [-2.940, -0.089, -0.920], [-2.500, -0.822, -2.371]], "mulliken_spin": [1.0151, 0.0025, 0.0002, -0.0060, -0.0045, -0.0044, 0.0006, 0.0035, 0.0002, 0.0001, 0.0011, -0.0006, 0.0002, -0.0085, 0.0000, 0.0001, -0.0001, -0.0002, 0.0000, 0.0001, 0.0001, 0.0015, -0.0003, -0.0006, 0.0001, -0.0021, 0.0000, -0.0001, 0.0000, 0.0001, -0.0022, 0.0000, 0.0037, -0.0002, 0.0006, -0.0006, 0.0000, 0.0001, -0.0001, 0.0000, 0.0018, 0.0000, 0.0000, 0.0000, 0.0000, -0.0002, 0.0000, 0.0000, 0.0001, 0.0000, 0.0001, -0.0011, 0.0008, -0.0001, -0.0007, 0.0000, 0.0000, 0.0000, 0.0000, -0.0002, -0.0001], "multiplicity": 2, "charge": 0, "homo_energy_ev": [-6.6, -6.6], "gap_ev": [6.22, 6.20], "lumo_energy_ha": [-0.0155, -0.0161]}

Number 1: F_max 0.206 eV/Å. Number 2: F_max 1.107 eV/Å.